Record 1
153
Properties=species:S:1:pos:R:3:forces:R:3:lowdin_charge:R:1 method="wB97M-V/def2-TZVPD" e_above_lowest_kcal_mol=0.0 charge=-2 homo_ha=-0.04554 lumo_ha=0.11618 gap_ha=0.16173
Rb 0.39600 0.17752 1.08556 0.371 -0.060 -0.357 0.65
C -2.86585 0.70881 -0.63138 0.022 -0.122 -0.002 -0.17
C -3.21217 -0.68328 -1.16749 -0.042 0.024 0.069 -0.54
C -4.70753 -0.73057 -1.47342 0.032 -0.016 -0.033 -0.12
P -2.49901 -1.89430 0.07568 -0.063 -0.092 -0.364 1.08
C -2.43465 -3.52123 -0.85440 -0.019 0.010 0.038 -0.55
C -3.50555 -3.90807 -1.87116 0.023 -0.007 0.019 -0.12
C -2.22718 -4.63341 0.17406 0.002 0.005 -0.011 -0.13
C -3.81954 -2.03693 1.32071 0.127 0.139 0.123 -0.31
C -5.07630 -2.59933 1.10648 0.012 -0.077 0.009 -0.09
C -6.05710 -2.67256 2.08399 -0.047 -0.001 -0.011 -0.31
C -7.41715 -3.25601 1.80126 0.015 0.022 0.017 -0.08
C -5.74199 -2.13261 3.33605 0.004 -0.009 0.009 -0.07
C -4.51626 -1.57217 3.60190 -0.034 -0.005 -0.022 -0.04
C -3.48863 -1.50250 2.61223 0.045 -0.044 -0.064 -0.35
N -2.29159 -0.93974 2.81387 0.248 0.025 0.003 0.02
C -1.79319 -0.71362 4.08435 -0.086 0.036 0.031 -0.26
C -1.66658 -1.70589 5.08048 0.011 -0.039 -0.024 -0.22
C -2.15530 -3.11570 4.86573 0.018 0.013 0.031 -0.06
C -1.06839 -1.38804 6.29830 0.046 0.021 0.030 -0.02
C -0.55997 -0.12995 6.57948 -0.064 -0.066 -0.010 -0.29
C 0.04947 0.19637 7.91712 0.021 0.021 -0.037 -0.06
C -0.65277 0.83310 5.57794 -0.106 0.091 0.036 -0.02
C -1.26425 0.56817 4.36621 -0.099 0.035 0.076 -0.20
C -1.48005 1.66704 3.36203 0.003 -0.022 0.157 -0.08
H -3.22992 1.50052 -1.29254 0.002 0.000 -0.012 0.08
H -1.79006 0.83157 -0.52531 -0.041 0.142 -0.052 0.00
H -3.31729 0.84553 0.35614 -0.001 0.020 0.020 0.08
H -2.64601 -0.86331 -2.09143 0.011 0.036 0.032 0.09
H -5.28486 -0.57176 -0.56140 -0.003 0.011 0.000 0.07
H -5.02778 -1.67385 -1.91292 -0.010 -0.025 0.020 0.05
H -4.96293 0.07016 -2.17538 -0.006 -0.004 -0.016 0.07
H -1.49484 -3.41455 -1.41221 -0.030 -0.001 0.020 0.07
H -4.47433 -4.08296 -1.40273 -0.025 0.006 0.006 0.06
H -3.21394 -4.83796 -2.37061 -0.001 -0.007 -0.004 0.07
H -3.62520 -3.14809 -2.64284 -0.004 0.011 -0.017 0.06
H -3.12500 -4.76779 0.78134 -0.010 -0.006 0.004 0.07
H -1.40148 -4.39379 0.84909 0.010 0.005 0.009 0.05
H -1.99677 -5.58157 -0.31990 0.011 -0.003 -0.009 0.07
H -5.31235 -3.00481 0.12929 0.018 0.012 -0.033 0.08
H -7.41078 -3.82432 0.86921 -0.001 -0.007 -0.006 0.06
H -8.18441 -2.48053 1.70453 -0.014 -0.007 -0.002 0.07
H -7.74100 -3.93058 2.59848 -0.006 -0.014 -0.004 0.06
H -6.49358 -2.15582 4.12189 0.011 0.007 0.018 0.10
H -4.30768 -1.15957 4.58211 -0.017 0.009 0.005 0.11
H -2.21461 -3.36748 3.80646 -0.002 -0.011 -0.005 0.06
H -3.16205 -3.26196 5.26727 -0.007 -0.010 -0.016 0.07
H -1.48803 -3.82499 5.36189 0.001 -0.006 0.009 0.07
H -0.99301 -2.16673 7.05403 0.000 -0.013 0.006 0.11
H -0.21104 -0.56197 8.65747 0.017 -0.011 0.007 0.07
H -0.29874 1.16384 8.28302 0.009 0.008 -0.003 0.07
H 1.14021 0.25538 7.86799 -0.021 -0.009 0.044 0.06
H -0.26802 1.83123 5.76839 -0.074 -0.029 -0.007 0.10
H -1.05932 2.60915 3.71594 0.028 0.011 -0.028 0.08
H -2.55129 1.79583 3.18714 -0.005 0.037 -0.047 0.08
H -1.04615 1.43628 2.39271 -0.365 0.350 0.290 -0.06
C 4.79943 -2.70772 -3.63863 0.008 0.001 0.054 -0.18
C 4.21146 -2.42878 -2.25704 -0.011 0.094 -0.048 -0.35
Ge 2.29822 -1.96658 -2.31010 -0.009 -0.029 -0.090 0.89
C 1.40476 -2.91832 -0.84316 -0.029 0.099 -0.017 -0.36
C 1.26096 -4.40180 -1.18211 0.017 -0.003 0.060 -0.17
C 1.46151 -2.40460 -4.05196 0.010 -0.069 0.010 -0.22
C 1.03870 -1.24089 -4.57406 -0.013 0.146 0.008 -0.37
Ge 1.63598 0.17541 -3.27076 0.109 -0.152 -0.077 0.91
C 0.09686 1.27616 -2.74880 -0.099 -0.027 -0.107 -0.35
C -0.08390 2.49609 -3.65251 -0.030 -0.004 -0.003 -0.16
C 3.08771 1.22925 -4.09303 -0.052 -0.010 -0.022 -0.33
C 3.34497 0.87707 -5.55601 0.017 0.006 0.043 -0.17
C 0.32733 -1.08970 -5.85909 0.016 -0.043 0.010 -0.25
C -0.93594 -0.49503 -5.90382 0.020 0.030 0.006 -0.04
C -1.60587 -0.33140 -7.10571 -0.003 -0.003 -0.015 -0.10
C -1.02116 -0.74581 -8.29560 0.005 -0.014 -0.003 -0.12
C 0.23567 -1.33358 -8.26650 -0.005 0.005 -0.017 -0.10
C 0.90067 -1.50587 -7.06136 0.000 -0.052 0.005 -0.05
H 5.86232 -2.95527 -3.57471 0.005 0.002 -0.013 0.06
H 4.70081 -1.83772 -4.29206 0.000 0.009 -0.016 0.05
H 4.29069 -3.53843 -4.13275 -0.004 -0.016 -0.019 0.06
H 4.73378 -1.59888 -1.77799 -0.024 -0.048 0.016 0.04
H 4.33627 -3.28399 -1.58889 0.021 -0.016 0.003 0.06
H 0.42682 -2.48008 -0.62483 0.028 -0.023 0.027 0.01
H 2.02843 -2.79413 0.04281 -0.009 0.008 0.059 0.04
H 0.61047 -4.55403 -2.04691 -0.009 -0.001 -0.010 0.06
H 0.84123 -4.96001 -0.34132 0.001 -0.014 -0.004 0.06
H 2.23125 -4.84725 -1.41676 0.006 -0.015 -0.001 0.06
H 1.29911 -3.35996 -4.55642 -0.034 0.010 -0.041 0.06
H 0.19762 1.61070 -1.72123 0.057 -0.009 0.185 0.01
H -0.77889 0.62181 -2.79317 -0.050 0.031 0.000 0.04
H 0.73618 3.19910 -3.50414 -0.001 -0.012 -0.029 0.05
H -1.01798 3.01936 -3.42681 -0.022 0.008 0.000 0.07
H -0.10513 2.22103 -4.71097 -0.015 0.002 -0.010 0.06
H 3.97928 1.06074 -3.48612 0.002 0.021 -0.021 0.06
H 2.84489 2.28651 -3.98047 0.027 -0.080 -0.022 0.05
H 3.57813 -0.18324 -5.67685 -0.001 -0.026 -0.030 0.05
H 4.18661 1.44943 -5.95599 0.005 -0.006 -0.020 0.06
H 2.47372 1.08568 -6.18068 -0.016 -0.003 -0.017 0.06
H -1.39187 -0.16366 -4.97834 -0.004 0.019 0.011 0.10
H -2.58700 0.12756 -7.11438 -0.009 0.001 0.001 0.10
H -1.53937 -0.60924 -9.23646 -0.006 0.004 -0.008 0.09
H 0.70402 -1.65631 -9.18883 0.000 -0.005 -0.004 0.09
H 1.88398 -1.96019 -7.03912 0.009 0.012 -0.002 0.11
N 1.00711 -4.03915 2.97526 -0.033 0.013 0.091 0.01
C 0.48774 -2.83434 2.73932 -0.068 -0.086 0.068 -0.20
N 1.44735 -1.97553 2.48695 -0.017 -0.311 -0.047 0.02
C 2.59711 -2.73367 2.56062 0.028 -0.115 0.028 -0.38
N 2.37005 -3.99947 2.90053 -0.006 -0.060 -0.130 0.10
C 3.87410 -2.15850 2.25751 0.043 0.041 -0.072 -0.19
C 5.00938 -2.87620 1.93140 -0.025 -0.002 0.073 -0.16
N 6.05411 -2.40880 1.25625 0.048 0.060 -0.024 -0.01
C 5.80891 -1.16936 0.69351 -0.015 -0.047 0.022 -0.21
C 4.76428 -0.36771 0.96638 0.011 0.050 0.051 -0.06
N 3.91233 -0.73557 2.05115 -0.102 0.066 0.116 -0.02
H 0.53812 -4.88525 3.24167 -0.003 0.036 0.009 0.14
H -0.56714 -2.60142 2.74698 -0.042 0.026 -0.045 0.08
H 5.02666 -3.93300 2.19211 -0.017 -0.010 -0.002 0.10
H 6.48998 -0.86651 -0.09595 0.010 0.012 -0.011 0.09
H 4.56680 0.54457 0.42412 -0.031 -0.017 -0.050 0.09
N 1.71401 11.14853 -2.78731 -0.018 -0.045 0.015 0.14
C 1.33205 10.15013 -2.36184 0.019 0.033 -0.013 -0.19
C 0.83826 8.91220 -1.82533 -0.010 -0.026 0.021 -0.24
C -0.29904 8.91404 -1.02196 0.009 0.029 -0.016 -0.03
C -0.78368 7.72937 -0.50363 0.003 -0.027 0.003 0.00
C -0.14472 6.52610 -0.79433 0.034 0.046 -0.023 -0.16
C 0.99882 6.51919 -1.59501 -0.042 -0.034 0.045 0.03
C 1.48619 7.70806 -2.09975 0.012 0.040 -0.016 -0.01
N -0.64698 5.31920 -0.27742 0.027 0.004 -0.020 -0.01
C -1.91608 5.07134 0.22105 -0.042 -0.042 0.012 -0.05
C -1.91782 3.76583 0.59093 0.013 0.053 -0.055 -0.13
N -0.68758 3.19678 0.34121 -0.037 -0.160 0.142 0.08
C 0.04438 4.14343 -0.17032 -0.002 -0.048 -0.041 -0.11
H -0.79471 9.84896 -0.79750 -0.001 -0.007 0.004 0.12
H -1.64890 7.74374 0.14323 -0.001 -0.009 0.001 0.11
H 1.50770 5.59124 -1.82228 0.019 -0.031 -0.033 0.11
H 2.37317 7.70380 -2.71839 0.002 -0.013 0.002 0.13
H -2.69228 5.81303 0.23549 0.002 0.034 -0.001 0.11
H -2.72504 3.19637 1.01851 -0.022 -0.016 0.006 0.10
H 1.07543 4.04205 -0.45717 0.071 0.016 0.005 0.10
F 2.67755 1.54212 -1.13314 -0.087 -0.036 0.236 0.05
B 3.25851 2.83507 -1.12321 0.071 0.058 -0.226 -1.29
F 4.61663 2.74918 -1.37190 0.067 -0.009 0.021 0.14
F 3.00143 3.44389 0.11481 0.014 0.053 0.077 0.10
F 2.62314 3.60956 -2.13722 -0.054 0.164 0.129 0.07
N 1.73559 3.65478 6.71387 -0.025 0.019 0.040 0.12
C 2.09356 2.90314 5.91417 0.062 -0.034 -0.072 -0.24
C 2.53694 1.97474 4.92629 0.068 0.059 -0.020 -0.27
C 2.64731 0.60930 5.22126 0.038 -0.099 0.036 -0.04
C 3.06921 -0.29369 4.27912 0.009 0.073 0.026 0.00
C 3.46383 0.13810 2.98665 0.114 -0.043 -0.053 -0.23
C 3.32669 1.51616 2.68730 0.041 0.020 0.000 -0.02
C 2.87383 2.40234 3.63619 -0.084 0.034 -0.007 -0.03
H 2.39404 0.25696 6.21421 -0.011 0.017 -0.096 0.10
H 3.12130 -1.34227 4.53011 0.062 0.021 0.032 0.11
H 3.55896 1.88492 1.69976 0.052 0.034 0.022 0.08
H 2.76653 3.44852 3.37662 0.024 0.003 -0.028 0.12

---

Record 2
16
Properties=species:S:1:pos:R:3:forces:R:3:nbo_charge:R:1 method="wB97M-V/def2-TZVPD" e_above_lowest_kcal_mol=3.4 homo_ha=-0.29683 lumo_ha=0.03114 gap_ha=0.32797
H 2.98434 -1.04871 1.86182 0.725 -1.351 1.368 0.33
N 2.53452 -0.42046 1.27283 1.464 1.669 -0.033 -0.79
C 1.37094 -0.70494 0.93620 -0.834 0.832 -2.658 0.57
N 0.62054 -1.77673 1.23650 -0.036 -1.651 2.649 -0.83
N 0.83958 0.15508 -0.02993 -1.644 -0.191 -0.233 -0.52
N -0.34457 -0.32110 -0.73854 0.841 0.996 0.120 -0.44
C -1.17946 0.65327 -0.90553 0.040 -0.056 1.171 0.57
N -1.01007 1.96518 -0.51506 -2.202 -0.227 -1.163 -0.83
N -2.45689 0.36626 -1.34512 0.510 2.314 0.711 -0.81
H -0.35067 -1.84692 0.97076 0.220 0.316 -0.082 0.41
H 0.87245 -2.11995 2.18992 -0.696 0.091 -1.412 0.39
H 1.56356 0.56053 -0.60777 -0.072 -0.231 -0.062 0.39
H -0.19456 2.20149 -0.04234 1.551 0.115 0.923 0.41
H -1.86258 2.39365 -0.14880 0.576 -0.216 -0.334 0.39
H -2.84585 0.95085 -2.04887 -0.117 0.564 -0.377 0.38
H -2.59730 -0.55853 -1.52358 -0.326 -2.975 -0.587 0.39

---

Record 3
11
Properties=species:S:1:pos:R:3:forces:R:3:nbo_charge:R:1 method="wB97M-V/def2-TZVPD" e_above_lowest_kcal_mol=87.4 homo_ha=-0.32102 lumo_ha=-0.02163 gap_ha=0.29939 smiles="S=C[C@@H](S)CCl"
S 2.79202 -0.22744 -0.60264 -2.863 0.576 -0.330 0.05
C 1.12436 -0.11666 -0.73909 1.158 -3.027 -2.230 -0.26
C 0.08196 0.39829 0.11778 -0.593 2.064 2.256 -0.49
S -1.19399 1.44522 -0.66429 1.020 3.650 1.357 -0.02
C -0.51713 -0.96884 0.54615 -1.024 3.310 3.634 -0.42
Cl -1.60760 -1.35908 -0.79297 -0.377 -1.652 0.845 0.03
H 0.35948 -0.95913 -1.39847 3.433 2.547 0.631 0.21
H 0.29588 1.06373 1.01356 0.642 -1.366 -0.965 0.26
H -0.70661 2.89046 0.07972 -1.037 -3.416 -1.834 0.15
H -1.03279 -0.69422 1.60050 0.357 -1.155 -2.662 0.25
H 0.40441 -1.47232 0.83976 -0.717 -1.531 -0.701 0.25